Record 1
Below is an isolated molecule of C4H10FP in a non-equilibrium geometry, with properties calculated with ωB97M-V with the def2-TZVPD basis set.

Multiplicity: 1
SMILES string: CC(C)=[P@H](C)F
Energy relative to the best compared isomer or geometry (same formula, charge and spin) in kJ/mol: 240.63
Max |F| in eV/Å: 3.51
HOMO-LUMO gap (alpha / beta) in eV: 7.26 / 7.26
HOMO level (alpha / beta) in eV: -7.28 / -7.28

Last column: natural (NBO) charge in e.
Element x y z (Å)
C (-1.133, -1.447, -0.172)  -0.692
C (1.389, -1.566, 0.511)  -0.646
C (-0.351, 2.223, -0.948)  -0.998
C (0.185, -0.744, -0.182)  -0.407
F (1.496, 1.113, 0.620)  -0.587
P (-0.052, 1.016, 0.383)  1.427
H (-1.564, -1.750, -1.099)  0.212
H (-1.245, -2.305, 0.466)  0.201
H (-1.779, -0.729, 0.440)  0.204
H (2.208, -0.931, 0.332)  0.225
H (1.350, -2.535, 0.022)  0.222
H (1.284, -1.727, 1.660)  0.196
H (-1.398, 2.608, -0.745)  0.239
H (-0.422, 1.616, -1.869)  0.257
H (0.318, 3.120, -0.898)  0.273
H (-0.284, 2.037, 1.479)  -0.126

=====

Record 2
Below is a 2-piece molecular cluster, C5H10O3 overall, with properties calculated with ωB97M-V with the def2-TZVPD basis set.

Multiplicity: 1
SMILES string: O=CCCCC=O.O
Energy relative to the best compared isomer or geometry (same formula, charge and spin) in kJ/mol: 133.10
Max |F| in eV/Å: 0.74
HOMO-LUMO gap in eV: 10.27
HOMO level in eV: -9.74

Last column: natural (NBO) charge in e.
Element x y z (Å)
O (-0.017, 2.720, -1.159)  -0.501
C (0.474, 1.661, -1.413)  0.438
C (-0.230, 0.344, -1.256)  -0.524
C (0.608, -0.693, -0.506)  -0.383
C (0.632, -0.494, 1.008)  -0.518
C (1.505, 0.636, 1.459)  0.438
O (1.185, 1.553, 2.165)  -0.503
H (1.530, 1.614, -1.758)  0.095
H (-1.187, 0.507, -0.755)  0.238
H (-0.483, -0.050, -2.243)  0.233
H (0.219, -1.686, -0.705)  0.228
H (1.630, -0.670, -0.890)  0.198
H (-0.387, -0.453, 1.401)  0.234
H (1.068, -1.395, 1.466)  0.231
H (2.543, 0.563, 1.074)  0.092
H (-3.417, -1.536, 0.033)  0.474
H (-3.015, -1.166, 1.461)  0.475
O (-2.656, -1.455, 0.616)  -0.946

=====

Record 3
Below is C13H31AgClN3O5 as an isolated structure in a non-equilibrium geometry, with properties calculated with ωB97M-V with the def2-TZVPD basis set.

Multiplicity: 1
Energy relative to the best compared isomer or geometry (same formula, charge and spin) in kJ/mol: 146.08
Max |F| in eV/Å: 2.94
HOMO-LUMO gap in eV: 7.76
HOMO level in eV: -7.32

Last column: natural (NBO) charge in e.
Element x y z (Å)
Ag (-13.935, -16.330, 10.031)  0.878
Cl (-15.712, -15.337, 8.046)  -0.917
C (-16.157, -18.753, 9.972)  -0.252
O (-14.920, -18.423, 10.531)  -0.573
C (-14.363, -19.318, 11.486)  -0.071
C (-12.936, -18.908, 11.719)  -0.080
O (-12.771, -17.546, 12.093)  -0.545
C (-11.444, -17.135, 12.200)  -0.239
H (-16.359, -18.094, 9.127)  0.232
H (-17.007, -18.718, 10.654)  0.168
H (-16.081, -19.750, 9.538)  0.157
H (-14.375, -20.340, 11.107)  0.179
H (-14.920, -19.222, 12.418)  0.182
H (-12.362, -18.997, 10.797)  0.184
H (-12.483, -19.591, 12.438)  0.168
H (-11.355, -16.081, 12.462)  0.189
H (-10.931, -17.135, 11.239)  0.167
H (-10.982, -17.774, 12.953)  0.165
C (-12.676, -13.352, 12.781)  -0.727
C (-11.979, -13.641, 11.438)  0.685
O (-12.570, -14.348, 10.636)  -0.653
N (-10.735, -13.188, 11.341)  -0.605
C (-9.806, -13.597, 10.293)  -0.416
H (-12.107, -13.624, 13.670)  0.218
H (-13.623, -13.890, 12.840)  0.260
H (-12.796, -12.284, 12.959)  0.223
H (-10.384, -12.747, 12.179)  0.398
H (-10.161, -13.515, 9.266)  0.221
H (-9.580, -14.655, 10.424)  0.194
H (-8.896, -13.002, 10.376)  0.208
C (-16.676, -14.215, 13.250)  -0.714
C (-16.392, -14.915, 11.962)  0.673
O (-15.474, -15.718, 11.920)  -0.698
N (-17.204, -14.782, 10.903)  -0.606
C (-18.468, -14.011, 10.810)  -0.419
H (-16.030, -13.339, 13.195)  0.229
H (-16.380, -14.736, 14.161)  0.239
H (-17.682, -13.831, 13.418)  0.214
H (-16.881, -15.362, 10.141)  0.448
H (-18.699, -13.377, 11.666)  0.200
H (-19.264, -14.739, 10.651)  0.203
H (-18.220, -13.349, 9.981)  0.223
C (-9.958, -18.068, 8.750)  -0.707
C (-11.042, -17.137, 8.333)  0.693
O (-12.083, -17.191, 8.917)  -0.664
N (-10.656, -16.241, 7.383)  -0.610
C (-11.521, -15.126, 6.966)  -0.433
H (-9.757, -18.045, 9.821)  0.235
H (-8.999, -17.899, 8.260)  0.203
H (-10.293, -19.052, 8.423)  0.238
H (-9.800, -16.421, 6.877)  0.397
H (-11.018, -14.167, 7.090)  0.186
H (-12.448, -15.043, 7.534)  0.269
H (-11.765, -15.160, 5.905)  0.203

=====

Record 4
Below is a 4-piece molecular cluster, C3H12ClO3 overall, with properties calculated with ωB97M-V with the def2-TZVPD basis set.

Multiplicity: 1
Energy relative to the best compared isomer or geometry (same formula, charge and spin) in kJ/mol: 0.00
Max |F| in eV/Å: 0.56
HOMO-LUMO gap in eV: 8.99
Total charge: -1
HOMO level in eV: -5.26

Last column: natural (NBO) charge in e.
Element x y z (Å)
Cl (-1.416, 1.033, -0.819)  -0.923
C (2.490, 0.354, -2.079)  -0.239
O (1.223, -0.040, -2.544)  -0.759
H (2.743, -0.220, -1.177)  0.153
H (3.272, 0.073, -2.794)  0.152
H (2.572, 1.433, -1.928)  0.159
H (0.522, 0.463, -2.084)  0.513
C (-3.184, -1.983, 0.697)  -0.238
O (-1.800, -1.758, 0.753)  -0.759
H (-3.589, -2.052, -0.321)  0.151
H (-3.406, -2.934, 1.180)  0.154
H (-3.728, -1.160, 1.174)  0.154
H (-1.629, -0.995, 0.163)  0.504
C (1.314, 1.439, 1.665)  -0.237
O (0.161, 0.789, 2.128)  -0.759
H (1.058, 2.429, 1.275)  0.160
H (2.071, 1.539, 2.444)  0.151
H (1.798, 0.850, 0.879)  0.156
H (-0.473, 0.740, 1.389)  0.506

=====

> What is the formula in the fourth record?

C3H12ClO3